i.
Entry from the OMol25 dataset: the molecule C23H27ClN4O (the ωB97M-V functional and the def2-TZVPD basis).

Structure (XYZ):
```
56
C23H27ClN4O | the OMol25 dataset | the ωB97M-V functional and the def2-TZVPD basis
C -4.79 -1.60 -2.92
C -3.50 -1.29 -2.91
C -2.43 -2.18 -3.48
C -3.02 0.01 -2.31
N -2.12 -0.20 -1.20
C -2.46 0.07 0.07
O -3.52 0.59 0.40
C -1.48 -0.29 1.19
C -1.93 -1.56 1.91
C -2.04 -1.58 3.26
C -2.42 -2.76 3.97
C -2.70 -3.89 3.30
N -2.60 -3.89 1.93
C -2.82 -4.90 1.02
C -2.56 -4.34 -0.20
N -2.19 -3.03 -0.08
C -2.22 -2.77 1.21
N -0.05 -0.21 0.89
C 0.78 0.10 2.05
C 0.57 1.50 2.64
C 0.65 2.57 1.57
C 1.62 1.71 3.73
C 0.56 -1.16 0.02
C 0.77 -2.49 0.38
C 1.39 -3.37 -0.47
C 1.83 -2.93 -1.71
Cl 2.61 -4.04 -2.79
C 1.67 -1.60 -2.08
C 1.05 -0.73 -1.21
H -5.53 -0.94 -2.49
H -5.14 -2.53 -3.35
H -1.73 -2.47 -2.70
H -2.86 -3.08 -3.91
H -1.87 -1.66 -4.26
H -2.50 0.59 -3.08
H -3.85 0.61 -1.95
H -1.29 -0.75 -1.36
H -1.67 0.51 1.89
H -1.84 -0.67 3.82
H -2.51 -2.75 5.05
H -3.01 -4.81 3.76
H -3.13 -5.88 1.32
H -2.63 -4.83 -1.16
H 0.68 -0.65 2.86
H 1.81 0.04 1.70
H -0.41 1.55 3.12
H 1.62 2.54 1.07
H -0.12 2.44 0.82
H 0.53 3.56 2.01
H 2.62 1.69 3.31
H 1.48 2.68 4.21
H 1.56 0.95 4.51
H 0.43 -2.83 1.35
H 1.54 -4.41 -0.19
H 2.04 -1.27 -3.05
H 0.91 0.31 -1.49
```

2S+1: 1
orbital gap: 8.959 eV
highest occupied orbital energy: -8.353 eV
LUMO energy: 0.6 eV
SMILES: C=C(C)CNC(=O)[C@@H](c1cccn2ccnc12)N(CC(C)C)c1ccc(Cl)cc1
net charge: 0

These are the Löwdin partial charges, in e, on atoms 1 to 2:
1. C 0.0533
2. C -0.3557

ii.
Entry from the OMol25 dataset: the molecule C23H27ClN4O (the ωB97M-V functional and the def2-TZVPD basis).

Structure (XYZ):
```
56
C23H27ClN4O | the OMol25 dataset | the ωB97M-V functional and the def2-TZVPD basis
C -3.79 -0.30 -3.36
C -2.47 -0.22 -3.26
C -1.56 -1.37 -3.61
C -1.79 1.05 -2.80
N -1.01 0.82 -1.60
C -1.21 1.43 -0.43
O -2.08 2.27 -0.23
C -0.31 1.03 0.77
C -0.96 -0.04 1.62
C -1.09 0.16 2.98
C -1.68 -0.80 3.82
C -2.15 -1.96 3.29
N -2.03 -2.18 1.95
C -2.40 -3.26 1.19
C -2.00 -2.94 -0.09
N -1.42 -1.73 -0.16
C -1.44 -1.25 1.09
N 1.10 0.80 0.48
C 2.02 1.06 1.58
C 1.98 2.49 2.12
C 2.13 3.53 1.02
C 3.05 2.67 3.20
C 1.58 -0.18 -0.44
C 1.59 -1.53 -0.12
C 2.08 -2.47 -1.02
C 2.56 -2.04 -2.25
Cl 3.16 -3.20 -3.39
C 2.58 -0.69 -2.58
C 2.09 0.24 -1.67
H -4.43 0.53 -3.10
H -4.27 -1.21 -3.71
H -0.99 -1.68 -2.73
H -2.12 -2.23 -3.96
H -0.85 -1.08 -4.39
H -1.13 1.43 -3.58
H -2.53 1.83 -2.61
H -0.34 0.07 -1.62
H -0.37 1.95 1.34
H -0.74 1.09 3.41
H -1.78 -0.61 4.87
H -2.63 -2.74 3.87
H -2.89 -4.13 1.60
H -2.13 -3.54 -0.97
H 1.85 0.35 2.40
H 3.04 0.88 1.23
H 1.01 2.65 2.61
H 3.08 3.40 0.49
H 1.33 3.44 0.28
H 2.09 4.54 1.42
H 4.05 2.53 2.78
H 3.00 3.66 3.63
H 2.92 1.95 4.01
H 1.20 -1.86 0.84
H 2.07 -3.52 -0.78
H 2.97 -0.37 -3.53
H 2.09 1.29 -1.91
```

2S+1: 1
orbital gap: 8.764 eV
highest occupied orbital energy: -8.239 eV
LUMO energy: 0.5 eV
SMILES: C=C(C)CNC(=O)[C@@H](c1cccn2ccnc12)N(CC(C)C)c1ccc(Cl)cc1
net charge: 0

These are the Löwdin partial charges, in e, on atoms 1 to 2:
1. C 0.0525
2. C -0.3462

Stability, descending: i, ii